[1]
A cluster of 8 separate species, C28H78N6O8 in total at a distorted geometry. Source: the Open Molecules 2025 dataset; level of theory: ωB97M-V/def2-TZVPD.

Values from the calculation:
Gap between HOMO and LUMO in eV: 9.044
Structure (SMILES): COC[C@H](C)N.COC[C@H](C)N.COC[C@H](C)N.COC[C@H](C)N.COC[C@H](C)N.COC[C@H](C)N.CCO.CCO
Energy relative to the best compared isomer or geometry (same formula, charge and spin) in kcal/mol: 118.43
M in g/mol: 627.0
E_HOMO in eV: -8.5

The geometry in ORCA input format:
```
! RIJCOSX wB97M-V def2-TZVPD def2/J DEFGRID3
* xyz 0 1
C 5.89 -8.09 16.15
C 5.92 -6.96 17.18
O 7.37 -6.66 17.31
H 6.43 -7.86 15.24
H 4.83 -8.24 15.95
H 6.30 -9.04 16.49
H 5.52 -7.25 18.15
H 5.34 -6.09 16.87
H 7.82 -7.48 17.55
C 8.53 -2.54 15.60
C 8.00 -3.96 16.08
O 8.87 -4.45 17.05
H 9.60 -2.71 15.56
H 8.28 -1.76 16.32
H 8.14 -2.31 14.61
H 7.95 -4.71 15.29
H 7.02 -3.79 16.53
H 8.99 -5.37 16.82
C 3.78 -10.56 17.86
C 3.83 -11.89 16.99
C 4.53 -11.69 15.65
O 3.64 -10.91 14.85
C 4.13 -10.88 13.59
N 4.53 -12.77 17.95
H 3.03 -9.91 17.40
H 4.67 -9.93 17.79
H 3.60 -10.72 18.92
H 2.82 -12.27 16.81
H 4.69 -12.67 15.20
H 5.51 -11.23 15.79
H 3.87 -9.97 13.05
H 3.74 -11.76 13.08
H 5.19 -10.67 13.42
H 5.26 -12.28 18.45
H 4.82 -13.67 17.58
C 3.96 -5.89 13.41
C 2.52 -5.49 13.50
C 1.68 -6.64 14.20
O 1.79 -7.75 13.27
C 0.89 -8.84 13.67
N 2.35 -4.21 14.10
H 4.72 -5.16 13.10
H 4.08 -6.76 12.76
H 4.25 -6.04 14.45
H 2.16 -5.38 12.48
H 0.63 -6.44 14.43
H 2.08 -6.88 15.19
H -0.08 -8.86 13.18
H 0.85 -8.90 14.76
H 1.41 -9.69 13.21
H 2.89 -4.08 14.94
H 1.38 -3.96 14.19
C 8.07 -5.59 12.54
C 8.25 -6.51 11.41
C 6.97 -7.07 10.84
O 5.98 -6.03 10.64
C 4.70 -6.38 10.05
N 8.89 -5.75 10.27
H 7.57 -6.09 13.38
H 7.52 -4.70 12.24
H 8.98 -5.23 13.01
H 8.96 -7.33 11.54
H 6.46 -7.64 11.61
H 7.26 -7.61 9.93
H 4.37 -7.32 10.49
H 4.84 -6.67 9.01
H 3.95 -5.62 10.25
H 8.23 -5.00 10.17
H 8.79 -6.29 9.43
C 8.04 -10.86 18.34
C 9.55 -10.60 18.05
C 10.12 -9.44 18.84
O 9.49 -8.10 18.55
C 9.95 -7.09 19.46
N 10.26 -11.82 18.45
H 7.60 -9.89 18.55
H 7.69 -11.50 19.16
H 7.59 -11.23 17.42
H 9.63 -10.53 16.96
H 11.13 -9.25 18.50
H 10.21 -9.63 19.91
H 9.71 -6.17 18.92
H 11.03 -7.04 19.63
H 9.46 -7.19 20.42
H 9.60 -12.58 18.48
H 10.67 -11.75 19.37
C 0.78 -4.32 17.64
C 2.03 -4.13 18.49
C 2.25 -5.39 19.37
O 1.01 -5.83 19.83
C 0.56 -4.95 20.77
N 3.10 -4.02 17.62
H 0.56 -5.39 17.55
H 0.86 -3.91 16.64
H -0.17 -3.96 18.04
H 1.93 -3.23 19.10
H 2.93 -5.07 20.15
H 2.77 -6.18 18.83
H 0.69 -5.32 21.78
H -0.52 -4.94 20.63
H 1.01 -3.96 20.74
H 4.00 -4.36 17.94
H 3.19 -3.01 17.62
C 7.72 -4.59 20.70
C 6.35 -4.14 20.24
C 6.05 -2.65 20.58
O 6.67 -2.32 21.93
C 6.55 -0.92 22.38
N 6.21 -4.32 18.82
H 7.91 -4.55 21.77
H 8.46 -3.91 20.30
H 8.04 -5.59 20.40
H 5.61 -4.59 20.90
H 4.99 -2.51 20.33
H 6.60 -1.97 19.94
H 6.98 -0.88 23.38
H 5.53 -0.57 22.53
H 7.02 -0.26 21.65
H 7.02 -4.02 18.29
H 6.42 -5.31 18.77
*
```

---

[2]
A cluster of 9 separate species, C28H79N5O13 in total at a distorted geometry. Source: the Open Molecules 2025 dataset; level of theory: ωB97M-V/def2-TZVPD.

Values from the calculation:
Gap between HOMO and LUMO in eV: 9.162
Structure (SMILES): COC[C@H](C)N.COC[C@H](C)N.COC[C@H](C)N.COC[C@H](C)N.COC[C@H](C)N.OCCO.OCCO.OCCO.OCCO
Energy relative to the best compared isomer or geometry (same formula, charge and spin) in kcal/mol: 29.45
M in g/mol: 694.0
E_HOMO in eV: -8.9

The geometry in ORCA input format:
```
! RIJCOSX wB97M-V def2-TZVPD def2/J DEFGRID3
* xyz 0 1
C 1.47 -1.80 24.58
C 2.90 -1.51 24.98
O 3.45 -0.35 24.38
O 1.31 -1.82 23.16
H 0.79 -1.09 25.05
H 1.22 -2.79 24.97
H 3.54 -2.36 24.68
H 2.99 -1.46 26.06
H 3.82 -0.60 23.53
H 1.33 -2.76 22.94
C 1.71 -7.03 30.91
C 1.43 -7.47 32.34
O 1.91 -6.52 33.29
O 1.16 -8.02 30.04
H 2.79 -7.04 30.76
H 1.26 -6.05 30.76
H 1.96 -8.42 32.50
H 0.38 -7.69 32.52
H 2.85 -6.65 33.40
H 0.74 -7.57 29.29
C 2.15 -5.29 27.72
C 0.69 -5.33 27.30
O 0.16 -6.61 27.53
O 2.73 -4.08 27.32
H 2.57 -6.16 27.18
H 2.32 -5.55 28.76
H 0.52 -4.96 26.29
H 0.15 -4.59 27.93
H -0.78 -6.58 27.83
H 3.60 -4.26 26.96
C 6.11 -4.73 27.43
C 7.54 -4.29 27.47
O 7.68 -2.89 27.74
O 5.35 -4.17 26.37
H 5.67 -4.43 28.39
H 6.00 -5.82 27.43
H 8.11 -4.52 26.56
H 8.03 -4.80 28.30
H 7.26 -2.35 27.06
H 5.88 -3.73 25.71
C 1.38 -1.96 31.09
C 0.54 -1.10 30.16
C 0.77 -1.50 28.72
O -0.10 -0.88 27.80
C 0.09 0.51 27.66
N -0.87 -1.23 30.53
H 1.01 -2.98 31.12
H 1.37 -1.52 32.09
H 2.41 -2.01 30.75
H 0.81 -0.06 30.31
H 0.62 -2.58 28.63
H 1.82 -1.38 28.40
H -0.70 0.91 27.03
H 1.04 0.72 27.15
H 0.04 1.03 28.62
H -1.18 -2.18 30.63
H -1.43 -0.73 29.85
C 6.72 -11.40 25.30
C 5.62 -10.91 24.37
C 5.77 -9.42 24.06
O 5.61 -8.62 25.21
C 5.06 -7.38 24.79
N 5.60 -11.71 23.16
H 7.67 -10.96 25.00
H 6.82 -12.49 25.26
H 6.58 -11.11 26.34
H 4.66 -10.98 24.88
H 4.98 -9.19 23.33
H 6.70 -9.21 23.49
H 4.22 -7.49 24.10
H 5.89 -6.89 24.23
H 4.90 -6.54 25.47
H 4.94 -11.34 22.49
H 6.50 -11.70 22.70
C 6.13 -9.91 28.62
C 5.26 -8.77 29.18
C 6.09 -7.77 29.98
O 6.96 -8.56 30.82
C 7.78 -7.76 31.62
N 4.58 -8.09 28.09
H 5.50 -10.75 28.31
H 6.91 -10.28 29.28
H 6.65 -9.54 27.72
H 4.53 -9.27 29.83
H 5.43 -7.16 30.60
H 6.75 -7.21 29.30
H 8.60 -8.37 31.98
H 7.26 -7.29 32.46
H 8.26 -6.95 31.05
H 5.22 -7.95 27.33
H 3.74 -8.49 27.70
C 2.19 -6.58 20.18
C 2.02 -5.68 21.41
C 0.62 -5.11 21.42
O 0.40 -4.47 22.68
C -0.79 -4.73 23.37
N 2.30 -6.48 22.61
H 1.32 -7.24 20.12
H 3.10 -7.16 20.24
H 2.25 -6.00 19.25
H 2.75 -4.87 21.35
H -0.11 -5.92 21.29
H 0.50 -4.31 20.68
H -0.76 -4.17 24.30
H -0.85 -5.79 23.68
H -1.66 -4.45 22.77
H 1.67 -6.26 23.36
H 2.11 -7.46 22.40
C -2.19 -7.25 30.83
C -2.49 -7.89 29.48
C -3.81 -8.64 29.51
O -3.90 -9.54 30.60
C -3.00 -10.62 30.53
N -2.50 -6.84 28.42
H -3.05 -6.74 31.27
H -1.34 -6.57 30.77
H -1.91 -8.00 31.56
H -1.68 -8.60 29.30
H -3.93 -9.21 28.58
H -4.63 -7.94 29.68
H -3.39 -11.39 31.20
H -1.98 -10.36 30.81
H -3.05 -11.09 29.54
H -2.67 -5.94 28.87
H -3.34 -6.95 27.85
*
```

---

Which of these has the lowest M? C28H78N6O8

---

Which value of gap between HOMO and LUMO does entry 1 give? 9.044 eV

---

Which of these has the lowest gap between HOMO and LUMO? C28H78N6O8

---

Look up the energy relative to the best compared isomer or geometry (same formula, charge and spin) of the first one. 118.43 kcal/mol